No. 1
DFT (the ωB97M-V functional and the def2-TZVPD basis) results for a cluster of 5 separate species, C38H77N4O8P3 in total.

Computed properties:
Orbital gap   6.5 eV
M   811.0 g mol⁻¹
Charge   0

```
130
Properties=species:S:1:pos:R:3:lowdin_charge:R:1
C 2.72747 -0.64251 5.00095 0.0900
C 2.48714 -1.35320 3.91758 -0.0397
C 2.15508 -2.20925 2.55448 -0.2518
C 2.13573 -3.75418 3.11284 -0.1234
O 1.08349 -3.97303 4.10616 -0.1620
N 1.05203 -5.26613 4.52609 -0.0202
O 1.51632 -5.26208 5.64734 0.0611
O 0.88512 -1.71689 2.11651 -0.1322
C 0.58655 -1.80249 0.71585 -0.4565
C -0.90999 -2.50619 0.64039 -0.1491
C -0.96137 -3.79185 1.66604 -0.1466
C -2.25041 -4.73035 1.30592 -0.3208
C -1.86577 -5.86404 0.18052 -0.0801
C -3.51355 -3.90371 0.72947 -0.2013
C -4.93734 -4.66104 1.04488 -0.1800
C -6.14713 -3.57868 1.13534 -0.1039
C -6.14739 -2.31264 0.41512 -0.2935
C -6.00891 -0.87730 1.17007 -0.0936
C -6.28345 -2.35519 -1.21331 -0.0774
P 1.64112 -2.92808 -0.37050 0.8071
O 3.08955 -2.46452 -0.65678 -0.5032
C 0.32999 -0.28116 0.09969 -0.5463
C -0.42807 0.60089 1.26995 -0.1458
C 0.57083 1.47424 2.18474 -0.2649
N -0.31345 2.17968 3.21669 -0.0418
N -0.68677 -0.46577 -0.98280 -0.2027
P -0.05558 -0.67053 -2.60399 0.6313
N -0.02290 0.66166 -3.51822 -0.3188
P 1.88368 0.60046 -0.50435 0.9812
C 1.59593 2.30450 -1.25118 -0.4093
C 0.10542 2.90913 -1.13825 -0.1790
C 3.37522 0.48541 0.63732 -0.3990
C 4.21537 1.90234 0.70628 -0.1683
H 3.20473 0.06613 5.77812 0.0608
H 3.06380 -1.98881 1.88536 0.1376
H 2.18092 -4.54132 2.28088 0.1059
H 3.14057 -3.85385 3.70242 0.1475
H -1.10082 -2.98008 -0.40902 0.1071
H -1.74849 -1.81001 0.98702 0.1059
H -1.09245 -3.46030 2.76538 0.1235
H -0.03395 -4.44622 1.49142 0.0730
H -2.55916 -5.26535 2.27930 0.1280
H -2.47220 -6.82780 0.39103 0.0845
H -2.11254 -5.48504 -0.89074 0.0817
H -0.72929 -6.09407 0.21153 0.0539
H -3.44923 -3.70312 -0.41651 0.1089
H -3.60695 -2.87528 1.26841 0.1090
H -4.83048 -5.09712 2.12231 0.1140
H -5.13342 -5.49929 0.27303 0.1062
H -7.03899 -3.85423 1.81119 0.1011
H -5.89545 -1.11221 2.30061 0.0805
H -6.88268 -0.15858 0.95993 0.0680
H -5.03964 -0.35434 0.84094 0.0766
H -5.23001 -2.61602 -1.63355 0.0709
H -7.03343 -3.18215 -1.48075 0.0762
H -6.67525 -1.33277 -1.57023 0.0790
H 1.75073 -4.26813 0.19494 0.0269
H 1.02891 -3.16149 -1.67340 0.0207
H -1.17487 1.37381 0.81044 0.1179
H -1.05600 -0.04385 1.98497 0.1113
H 1.33037 0.87017 2.79636 0.0849
H 1.09195 2.34814 1.61243 0.0997
H -1.24697 1.73097 3.25675 0.0510
H 0.11725 1.97592 4.14413 0.0618
H -1.42987 0.24574 -0.99066 0.0814
H 1.29750 -1.20538 -2.64806 -0.0089
H -0.93951 -1.61536 -3.27854 0.0011
H -0.67507 0.47223 -4.31717 -0.0382
H 2.31636 3.14337 -0.87465 0.0796
H 1.82667 2.21986 -2.39232 0.0684
H 0.07778 3.88161 -1.78332 0.0823
H -0.73240 2.24153 -1.54644 0.0399
H -0.15530 3.15405 -0.02997 0.0684
H 3.13755 0.24672 1.75168 0.0551
H 4.17759 -0.30176 0.32915 0.0659
H 4.62115 2.16531 -0.35056 0.0760
H 5.02659 1.89755 1.51852 0.0769
H 3.44240 2.74006 0.95863 0.0582
C -3.09744 7.08154 -2.37380 -0.1751
C -3.79385 6.70105 -1.08842 -0.1822
C -3.75108 5.18726 -1.14241 -0.2060
O -2.56452 4.83041 -1.86428 -0.1562
C -2.03309 6.00949 -2.48532 -0.2069
H -2.68484 8.09248 -2.36759 0.0983
H -3.79748 7.00193 -3.21288 0.1190
H -3.21361 7.06096 -0.23180 0.1171
H -4.80827 7.09625 -1.00388 0.1128
H -4.61003 4.78446 -1.69003 0.1156
H -3.72714 4.73282 -0.14854 0.1162
H -1.12538 6.29381 -1.94169 0.1163
H -1.76452 5.79042 -3.52151 0.1200
C 1.77277 -9.19361 1.65778 -0.1729
C 2.89562 -8.86777 0.70041 -0.1761
C 2.22390 -7.90614 -0.25884 -0.1983
O 1.21631 -7.20969 0.48860 -0.1892
C 1.04320 -7.86913 1.75151 -0.2053
H 2.11450 -9.56085 2.62736 0.1176
H 1.11664 -9.95137 1.21592 0.1184
H 3.70348 -8.35778 1.23629 0.1172
H 3.31623 -9.74300 0.20157 0.1162
H 1.72596 -8.44094 -1.07449 0.1204
H 2.92439 -7.18671 -0.69043 0.1175
H 1.48028 -7.22940 2.52579 0.0989
H -0.02244 -7.99039 1.96043 0.1190
C 7.73359 -2.28719 -1.62328 -0.1807
C 6.54586 -1.40804 -1.93756 -0.1759
C 7.06061 -0.03572 -1.56268 -0.2111
O 8.47665 -0.04463 -1.79181 -0.1401
C 8.89642 -1.39788 -2.01559 -0.2098
H 7.72760 -3.24075 -2.15506 0.1132
H 7.76798 -2.49450 -0.54805 0.1154
H 6.33029 -1.44645 -3.01081 0.1200
H 5.63819 -1.68461 -1.39678 0.0941
H 6.89377 0.17280 -0.50016 0.1101
H 6.59806 0.76034 -2.15164 0.1167
H 9.13527 -1.50287 -3.07961 0.1158
H 9.79815 -1.60462 -1.43407 0.1149
C -2.77740 12.85095 -2.62644 -0.1809
C -3.47347 12.47129 -1.34033 -0.1805
C -3.43020 10.95764 -1.39300 -0.2116
O -2.24320 10.60065 -2.11482 -0.1555
C -1.71242 11.77902 -2.73707 -0.2026
H -2.36523 13.86188 -2.62130 0.1147
H -3.47746 12.77036 -3.46513 0.1166
H -2.89334 12.83211 -0.48417 0.1170
H -4.48786 12.86610 -1.25604 0.1151
H -4.28903 10.55410 -1.94016 0.1177
H -3.40600 10.50402 -0.39894 0.1185
H -0.80482 12.06415 -2.19406 0.1180
H -1.44405 11.55902 -3.77304 0.1184
```

---

No. 2
DFT (the ωB97M-V functional and the def2-TZVPD basis) results for a cluster of 4 separate species, C38H80ClFN7 in total.

Computed properties:
Orbital gap   6.5 eV
M   689.6 g mol⁻¹
Charge   +1

```
127
Properties=species:S:1:pos:R:3:lowdin_charge:R:1
C 1.45030 0.92508 2.29823 -0.0698
C 2.67286 0.96620 1.31713 -0.2196
C 2.40881 0.16267 0.04532 -0.2032
C 1.81472 0.98723 -1.10537 -0.1619
C 0.54754 1.77498 -0.79626 -0.1066
N -0.76824 1.05736 -0.85283 0.0104
C -1.72007 1.38580 0.21254 -0.0576
C -2.07545 0.28184 1.20415 -0.2966
F -3.37670 0.54028 1.59192 -0.0277
C -2.01901 -1.14597 0.61507 -0.6991
Cl -3.53964 -1.38406 -0.34121 0.7817
C -1.85778 -2.23144 1.66725 -0.1889
C -3.02328 -2.37630 2.65207 -0.2297
C -4.13261 -3.34325 2.18522 -0.1109
N -0.94363 -1.31992 -0.34991 0.0790
C -0.74309 -0.24807 -1.22269 -0.3025
N -0.57836 -0.56047 -2.47460 0.1826
C -0.42088 0.39948 -3.56543 -0.1447
C 0.55328 -0.11978 -4.62166 -0.1407
C 0.62693 0.79052 -5.87420 -0.1458
C -0.36665 1.94356 -5.89820 -0.1420
N -0.00666 3.03476 -5.00490 -0.1152
C 1.24813 3.51351 -4.76951 -0.1080
C 1.15693 4.52496 -3.89395 -0.0954
C -0.20983 4.67123 -3.55290 -0.0946
C -0.88180 3.74800 -4.25245 -0.1227
H 1.05618 1.93752 2.32453 0.0687
H 0.70450 0.31106 1.80051 0.0345
H 1.70551 0.55932 3.28281 0.0706
H 3.01070 1.97960 1.11879 0.1130
H 3.48550 0.46170 1.83455 0.0948
H 1.84633 -0.74539 0.26761 0.0856
H 3.37604 -0.17491 -0.32614 0.1148
H 1.75079 0.39991 -2.01566 0.0879
H 2.56859 1.74120 -1.32596 0.1277
H 0.64941 2.25689 0.16741 0.1075
H 0.50151 2.59835 -1.51282 0.1091
H -1.39723 2.24475 0.78811 0.1377
H -2.65385 1.69083 -0.25674 0.1155
H -1.51159 0.31825 2.13228 0.1484
H -0.92274 -2.07142 2.20693 0.1254
H -1.79693 -3.16435 1.10888 0.1041
H -3.44736 -1.42940 2.96981 0.1017
H -2.60353 -2.82790 3.54729 0.1060
H -4.27024 -4.10990 2.94352 0.0708
H -5.09168 -2.84705 2.10412 0.0683
H -3.87317 -3.86321 1.26864 0.0565
H -0.08136 -1.65136 0.06990 0.1170
H -0.57328 -1.54414 -2.71910 0.1778
H -1.41224 0.56082 -3.97802 0.1346
H -0.07316 1.36381 -3.21657 0.1022
H 0.28300 -1.14627 -4.86730 0.1137
H 1.54095 -0.14746 -4.16622 0.1052
H 1.63770 1.15844 -5.99452 0.1004
H 0.41840 0.18150 -6.74898 0.1167
H -1.38696 1.63860 -5.70418 0.1172
H -0.37894 2.33194 -6.91787 0.1322
H 2.13874 3.12426 -5.22185 0.1169
H 1.97100 5.11230 -3.51647 0.0986
H -0.61913 5.39065 -2.87017 0.1010
H -1.94417 3.57610 -4.22115 0.1129
C 3.81885 2.09520 6.35537 -0.0919
C 4.53375 1.01589 7.15470 -0.2724
N 4.49194 -0.29141 6.52521 -0.2018
C 4.93480 -1.36631 7.39985 -0.2486
C 6.39694 -1.36792 7.86163 -0.0838
C 4.97876 -0.34743 5.16033 -0.2570
C 6.42400 0.09434 4.89164 -0.0785
H 2.78198 1.81504 6.16018 0.0738
H 3.81660 3.02847 6.91925 0.0745
H 4.31110 2.29554 5.40206 0.0617
H 4.03817 0.93672 8.12549 0.1196
H 5.56259 1.34991 7.35743 0.1028
H 4.71569 -2.32179 6.91511 0.1106
H 4.29824 -1.34540 8.28965 0.1098
H 7.07386 -1.69081 7.07203 0.0556
H 6.51587 -2.07142 8.68776 0.0725
H 6.71978 -0.38981 8.21827 0.0673
H 4.31481 0.25931 4.53515 0.0821
H 4.84503 -1.36407 4.77961 0.1127
H 6.68562 1.00537 5.43065 0.0694
H 6.55348 0.30001 3.82620 0.0683
H 7.14286 -0.67923 5.15413 0.0567
C -5.05996 4.89744 -5.11099 -0.0860
C -5.11773 4.08060 -3.82878 -0.2822
N -4.70116 4.82177 -2.65264 -0.1994
C -4.50000 3.98105 -1.48802 -0.2609
C -5.71264 3.25190 -0.89500 -0.0736
C -5.39779 6.07720 -2.41521 -0.2426
C -6.92170 6.03201 -2.24658 -0.0775
H -4.06133 5.30777 -5.27072 0.0748
H -5.30563 4.26145 -5.96255 0.0747
H -5.77526 5.71973 -5.10628 0.0684
H -4.44040 3.22693 -3.94516 0.1017
H -6.12922 3.66024 -3.72213 0.1032
H -4.02849 4.57723 -0.70081 0.1130
H -3.75122 3.22491 -1.76183 0.0880
H -6.35339 3.92476 -0.32850 0.0609
H -5.37194 2.47975 -0.19954 0.0616
H -6.31367 2.75899 -1.65905 0.0701
H -5.16645 6.75175 -3.24255 0.1020
H -4.95415 6.55677 -1.53936 0.1153
H -7.40081 5.37986 -2.97804 0.0688
H -7.33419 7.03264 -2.38654 0.0750
H -7.21477 5.70418 -1.25064 0.0564
C -0.58771 -6.55094 1.14854 -0.0871
C 0.56014 -7.10385 0.31607 -0.2657
N 0.58227 -6.59842 -1.04530 -0.1978
C 1.50310 -7.31603 -1.91425 -0.2436
C 3.00256 -7.23268 -1.60443 -0.0830
C 0.58296 -5.15851 -1.17725 -0.2551
C 1.72877 -4.37283 -0.52057 -0.0735
H -1.54836 -6.74566 0.66968 0.0828
H -0.59438 -7.03016 2.12778 0.0775
H -0.49409 -5.47543 1.31661 0.0480
H 0.44464 -8.18893 0.26854 0.1221
H 1.50562 -6.91510 0.84763 0.1029
H 1.33522 -6.98986 -2.94441 0.1118
H 1.21109 -8.36975 -1.89844 0.1127
H 3.42759 -6.27281 -1.89679 0.0544
H 3.53357 -7.99883 -2.17168 0.0741
H 3.21778 -7.40184 -0.54926 0.0676
H -0.36190 -4.78238 -0.77062 0.0893
H 0.54200 -4.90757 -2.24162 0.1119
H 1.96107 -4.73167 0.48248 0.0734
H 1.44144 -3.31843 -0.42819 0.0379
H 2.64066 -4.40070 -1.11410 0.0589
```

---

No. 3
DFT (the ωB97M-V functional and the def2-TZVPD basis) results for a cluster of 3 separate species, C38H80FN4O6S in total.

Computed properties:
Orbital gap   8.0 eV
M   740.1 g mol⁻¹
Charge   +1

```
130
Properties=species:S:1:pos:R:3:lowdin_charge:R:1
C 5.09874 -0.72589 3.12238 0.0831
C 5.99121 -1.45111 2.51475 -0.1365
N 5.63482 -2.48066 1.57471 0.0187
C 5.04496 -3.69777 2.14230 -0.0726
C 3.73395 -4.10907 1.52294 -0.2027
F 2.81804 -4.25197 2.51282 -0.0057
C 5.86512 -2.32861 0.29963 -0.3330
N 5.62199 -3.28121 -0.60185 0.1609
C 5.74778 -2.76025 -1.95645 -0.2664
C 6.41410 -3.80138 -2.82866 -0.2632
N 6.65507 -3.25007 -4.16063 0.0157
C 6.54795 -1.45392 -1.70138 -0.5549
S 8.32418 -1.48249 -2.03527 0.8426
N 6.43047 -1.25526 -0.25549 -0.0124
C 5.84518 0.10092 0.02173 -0.1260
C 4.34255 0.19908 -0.20218 -0.1606
C 3.83530 1.49422 0.47885 -0.1828
C 3.30829 2.55406 -0.49101 -0.1869
C 1.80244 2.58183 -0.80267 -0.1829
C 1.10846 1.26746 -1.16558 -0.1992
C 1.26329 0.94583 -2.65392 -0.2132
C 0.69405 -0.42916 -3.00973 -0.1867
C -0.82336 -0.27430 -3.24935 -0.1802
C -1.75879 -1.30225 -2.59334 -0.1795
C -2.77995 -0.67476 -1.63399 -0.1907
C -2.77885 -1.29071 -0.24037 -0.1976
C -3.92468 -2.29417 -0.01322 -0.2051
C -4.03974 -3.37109 -1.07967 -0.1955
C -3.08243 -4.55556 -0.89222 -0.1807
C -2.07799 -4.73117 -2.03920 -0.2443
C -1.82598 -6.18047 -2.39873 -0.2522
C -0.86141 -6.25426 -3.59707 -0.1045
H 5.40399 -0.13734 3.96032 0.0833
H 4.07419 -0.63344 2.81673 0.0860
H 7.04445 -1.32307 2.68374 0.1354
H 4.87471 -3.52733 3.18758 0.1324
H 5.79335 -4.47379 2.08352 0.1323
H 3.39564 -3.43790 0.74697 0.1135
H 3.84311 -5.08035 1.06019 0.1212
H 6.01537 -4.19144 -0.40903 0.1667
H 4.77804 -2.57339 -2.39742 0.1522
H 5.73242 -4.64525 -2.90614 0.1219
H 7.31928 -4.17553 -2.38198 0.1040
H 5.92682 -3.53783 -4.79178 0.0797
H 7.53476 -3.59669 -4.50950 0.0780
H 6.04741 -0.72310 -2.30781 0.1116
H 8.28779 -1.50376 -3.36827 -0.1267
H 6.11060 0.37555 1.02673 0.0919
H 6.34626 0.79693 -0.62810 0.1346
H 3.79316 -0.66134 0.15553 0.1043
H 4.17906 0.34358 -1.25770 0.0977
H 3.04387 1.22001 1.16319 0.1077
H 4.65685 1.90581 1.04293 0.1021
H 3.54093 3.50645 -0.03591 0.1080
H 3.85484 2.49607 -1.42246 0.1056
H 1.25594 3.00928 0.02381 0.1066
H 1.68250 3.22026 -1.66553 0.1106
H 0.05123 1.42136 -0.98525 0.0947
H 1.39411 0.40884 -0.57488 0.0982
H 2.31010 0.99751 -2.93617 0.1012
H 0.69720 1.68508 -3.20089 0.1084
H 1.14087 -0.81579 -3.91383 0.1008
H 0.87517 -1.10159 -2.18204 0.0937
H -1.13270 0.69875 -2.89030 0.0688
H -1.00359 -0.26814 -4.31242 0.1090
H -1.16004 -1.99405 -2.01829 0.0773
H -2.26835 -1.90210 -3.33179 0.0977
H -2.61351 0.38927 -1.52861 0.0743
H -3.77056 -0.80378 -2.04439 0.1069
H -2.88148 -0.49724 0.48788 0.0917
H -1.84567 -1.80851 -0.04353 0.1018
H -4.84278 -1.72108 -0.03943 0.1081
H -3.82054 -2.71477 0.97866 0.1017
H -5.04876 -3.75265 -1.02358 0.1064
H -3.91711 -2.98422 -2.08161 0.0886
H -3.62691 -5.47687 -0.75844 0.1047
H -2.49542 -4.35588 -0.01124 0.1005
H -2.47454 -4.25234 -2.92391 0.0956
H -1.16904 -4.21244 -1.78230 0.0977
H -1.37941 -6.69388 -1.55906 0.1051
H -2.75222 -6.63431 -2.70074 0.1033
H -1.24093 -6.93836 -4.34133 0.0636
H 0.11039 -6.62890 -3.30653 0.0598
H -0.73649 -5.29110 -4.07017 0.0608
C -3.46304 3.00536 -3.04902 -0.1047
O -3.56278 3.87010 -1.94182 -0.1852
C -2.79989 3.43757 -0.83221 -0.2032
C -2.32519 4.60434 0.00479 -0.1754
O -1.24459 5.33539 -0.55714 -0.1310
C -1.51293 6.14799 -1.69190 -0.1836
C -2.30094 7.40204 -1.39286 -0.2035
O -3.66499 7.10530 -1.15372 -0.1980
C -4.26151 7.95738 -0.19998 -0.1101
H -3.95882 2.04759 -2.84938 0.0841
H -3.95373 3.48877 -3.89118 0.0922
H -2.41341 2.82719 -3.31639 0.0802
H -1.92753 2.85894 -1.16744 0.1053
H -3.43647 2.79286 -0.20962 0.1322
H -1.92946 4.19052 0.93599 0.1241
H -3.15183 5.26218 0.27495 0.1223
H -1.97915 5.57158 -2.49258 0.1202
H -0.52987 6.46039 -2.05238 0.1264
H -2.24486 8.07015 -2.26271 0.1295
H -1.85585 7.90931 -0.52926 0.1263
H -3.68362 7.97415 0.73109 0.0876
H -5.25329 7.56653 0.01777 0.0889
H -4.35761 8.97691 -0.58866 0.0896
C -1.33682 0.97037 3.56241 -0.1202
O -2.72875 0.87532 3.73664 -0.1985
C -3.16322 -0.43691 4.05756 -0.1960
C -4.40891 -0.39855 4.91273 -0.1824
O -4.18375 -0.05012 6.26725 -0.1204
C -3.84076 1.29456 6.56796 -0.1828
C -4.98132 2.27651 6.43536 -0.2021
O -5.27117 2.54663 5.07377 -0.2014
C -6.64231 2.77829 4.83329 -0.1118
H -1.01523 0.44591 2.65144 0.0796
H -1.08603 2.02595 3.46986 0.0861
H -0.80148 0.56376 4.42907 0.0871
H -2.37950 -0.98978 4.58914 0.1278
H -3.39345 -0.95606 3.11591 0.1162
H -4.80941 -1.41450 4.94662 0.1299
H -5.17583 0.23273 4.46099 0.1214
H -2.97170 1.62251 5.99511 0.1185
H -3.54584 1.28039 7.61938 0.1284
H -4.69242 3.22082 6.91557 0.1288
H -5.86244 1.87521 6.94819 0.1272
H -7.25577 1.95748 5.22141 0.0882
H -6.78441 2.83405 3.75575 0.0875
H -6.96725 3.72188 5.28477 0.0893
```

---

- Which value of charge does entry 3 give?
  +1